C16H35ClF6NO14V as an isolated structure in a non-equilibrium geometry. Source: the OMol25 dataset; level of theory: ωB97M-V/def2-TZVPD.

Last column: Löwdin charge in e.
Cartesian coordinates (Å):
O 0.0705 0.1525 0.8346  -0.24
V 0.7033 1.4437 0.1107  1.06
C 1.5635 -0.1560 -2.6775  -0.43
O 2.6833 -0.9314 -2.9814  -0.05
O 1.9023 0.5805 -1.5719  -0.17
C 1.1510 0.6572 -3.9309  -0.50
F 2.1507 1.4921 -4.3062  0.12
F 0.9247 -0.1100 -5.0234  0.12
F 0.0540 1.4407 -3.7804  0.11
C 2.5052 -2.3195 -3.1229  -0.26
C 3.8911 -2.9851 -3.0570  -0.06
H 4.4618 -2.7798 -3.9627  0.06
H 4.4210 -2.6362 -2.1719  0.08
H 3.7663 -4.0614 -2.9306  0.07
H 2.0116 -2.5295 -4.0793  0.11
H 1.9044 -2.8510 -2.3784  0.12
H 0.6870 -0.7858 -2.4623  0.15
C 3.0400 1.7787 2.2551  -0.41
O 1.8369 1.2089 2.8234  -0.14
O 2.8212 1.7767 0.9106  -0.17
C 3.3036 3.1463 2.9445  -0.54
F 3.8254 3.0520 4.2000  0.10
F 4.2305 3.8165 2.2314  0.12
F 2.2296 3.9539 3.0554  0.12
C 2.0595 0.5283 4.0936  -0.23
C 0.7395 -0.1131 4.3933  -0.08
H 0.7566 -0.7886 5.2556  0.08
H -0.0110 0.6306 4.6666  0.07
H 0.4781 -0.7977 3.5880  0.06
H 2.3091 1.3351 4.7889  0.10
H 2.8955 -0.1724 4.0900  0.13
H 3.9225 1.2039 2.5647  0.16
Cl 1.7367 -3.5438 1.4106  0.60
O 3.0615 -4.0241 1.1934  -0.37
O 0.7479 -4.5297 1.0488  -0.40
O 1.5291 -3.2258 2.7953  -0.38
O 1.5555 -2.3878 0.5550  -0.39
C -4.2516 -0.8641 3.8292  -0.14
O -3.8717 -1.3940 2.5830  -0.20
C -2.4447 -1.4528 2.4570  -0.21
C -2.1278 -2.0611 1.1208  -0.21
N -2.6354 -1.2696 0.0071  -0.05
C -2.4202 -1.8916 -1.2899  -0.20
C -3.2158 -1.2816 -2.4173  -0.17
O -2.7078 0.0351 -2.6697  -0.21
C -3.2692 0.6920 -3.7682  -0.12
H -4.0682 -1.6538 4.5669  0.09
H -5.2863 -0.5341 3.9119  0.08
H -3.6610 -0.0101 4.1809  0.08
H -1.9944 -2.0302 3.2675  0.13
H -2.1137 -0.4120 2.4931  0.11
H -2.6041 -3.0538 1.1115  0.13
H -1.0689 -2.2338 0.9184  0.10
H -3.6349 -1.1980 0.1708  0.10
H -2.8109 -2.9145 -1.1609  0.12
H -1.3789 -2.0647 -1.5672  0.13
H -4.2505 -1.2829 -2.0637  0.13
H -3.0770 -1.8788 -3.3192  0.13
H -4.3632 0.5995 -3.7719  0.09
H -3.0359 0.2672 -4.7529  0.09
H -3.1169 1.7574 -3.9423  0.08
O -0.3638 2.7025 1.5707  -0.03
H -0.2554 3.6530 1.4473  0.08
H -0.8862 2.6073 2.3713  0.10
C 0.1973 3.6553 -1.8238  -0.19
C -1.0808 2.8702 -1.6878  -0.24
O -0.9373 1.5248 -1.3521  -0.12
O 1.1506 3.4020 -0.7857  -0.10
H -0.1610 4.6881 -1.7672  0.13
H 0.6412 3.4660 -2.8017  0.12
H -1.6243 3.0085 -2.6245  0.12
H -1.6842 3.2881 -0.8699  0.13
H -1.4656 0.9274 -1.9291  0.08
H 1.9594 3.8686 -1.0152  0.13

Output
HOMO level (spin up / spin down) = -5.62 / -5.62 eV
Net charge = -1
Multiplicity = 2

=====

C16H35FInNO4P as an isolated structure in a non-equilibrium geometry. Source: the OMol25 dataset; level of theory: ωB97M-V/def2-TZVPD.

Last column: Löwdin charge in e.
Cartesian coordinates (Å):
C 5.4758 -0.3482 1.9167  0.03
C 6.3440 -0.5567 0.9339  -0.12
C 7.4858 -0.9115 -0.1336  -0.21
C 7.0550 -1.9736 -1.2732  -0.32
C 5.5418 -2.5281 -1.1606  -0.31
In 3.9871 -1.1216 -2.1120  0.81
F 4.0980 -1.1542 -4.2060  -0.54
C 1.9605 -2.0757 -1.5830  -0.32
C 1.0128 -0.9617 -0.8880  -0.37
C -0.5334 -1.4323 -0.8075  -0.16
N 3.9594 0.8233 -1.2353  -0.20
C 4.6665 1.8604 -2.0462  -0.40
C 5.8345 1.3063 -3.0148  -0.16
H 4.4793 -0.0362 2.4206  0.05
H 7.8097 0.1040 -0.6093  0.11
H 8.3871 -1.3457 0.4529  0.10
H 7.7582 -2.8985 -1.1417  0.09
H 7.2284 -1.6130 -2.3581  0.09
H 5.5043 -3.5025 -1.8067  0.04
H 5.2157 -2.8341 -0.0985  0.03
H 1.5077 -2.5342 -2.5428  0.03
H 2.0924 -2.9581 -0.8349  0.03
H 1.4214 -0.8242 0.1965  0.09
H 1.1792 0.0238 -1.4652  0.08
H -0.8971 -1.4367 0.3014  0.05
H -1.2077 -0.6525 -1.3541  0.07
H -0.6945 -2.4928 -1.2504  0.07
H 4.2333 0.8346 -0.2419  -0.02
H 5.1929 2.5709 -1.2788  0.10
H 3.9649 2.5426 -2.6628  0.09
H 6.5635 2.2051 -3.1937  0.07
H 5.4605 1.0223 -4.0833  0.07
H 6.4931 0.4773 -2.5435  0.04
O -5.8331 -0.0370 2.9774  -0.24
P -5.1753 0.7875 1.8614  0.70
O -6.0125 0.0776 0.6168  -0.23
C -7.4227 0.2099 0.5636  -0.31
C -7.8248 1.5638 0.0138  -0.09
O -3.7942 -0.1185 1.7422  -0.22
C -3.3351 -0.9009 2.8346  -0.30
C -3.8271 -2.3304 2.7040  -0.08
O -4.4406 1.7682 0.6534  -0.19
C -4.7095 3.1634 0.6570  -0.31
C -4.8581 3.7575 2.0436  -0.10
H -7.8698 0.0426 1.5474  0.10
H -7.7929 -0.5746 -0.1020  0.12
H -7.5793 2.3561 0.7280  0.06
H -8.9010 1.6030 -0.1758  0.08
H -7.2939 1.7808 -0.9167  0.08
H -3.6266 -0.4561 3.7898  0.10
H -2.2415 -0.8932 2.8058  0.11
H -4.9134 -2.3805 2.6023  0.07
H -3.5311 -2.9237 3.5732  0.08
H -3.4082 -2.7944 1.8051  0.08
H -5.6013 3.3587 0.0546  0.10
H -3.8715 3.6490 0.1485  0.12
H -5.7468 3.3649 2.5505  0.07
H -4.9571 4.8440 1.9852  0.08
H -3.9912 3.5140 2.6656  0.09

Output
HOMO level = -3.93 eV
Net charge = -1

=====

A 3-piece molecular cluster, C16H35NO8 overall. Source: the OMol25 dataset; level of theory: ωB97M-V/def2-TZVPD.

Last column: Löwdin charge in e.
Cartesian coordinates (Å):
C 6.1865 -3.3354 -4.7178  0.02
C 5.0847 -3.3150 -5.4527  -0.17
C 4.2742 -2.0864 -5.7062  -0.18
O 2.8998 -2.3665 -6.0244  -0.03
C 2.2346 -3.0222 -5.0251  -0.58
N 1.6070 -4.2262 -5.4398  0.14
O 2.1622 -2.5982 -3.9131  0.13
H 6.3538 -2.6873 -3.8663  0.07
H 6.9545 -4.0690 -4.9246  0.06
H 4.7526 -4.2207 -5.9530  0.11
H 4.3165 -1.3746 -4.8788  0.13
H 4.6790 -1.6184 -6.6001  0.13
H 2.2817 -4.9849 -5.4156  0.09
H 1.3369 -4.1248 -6.4139  0.09
C -3.5381 -2.4465 2.5511  -0.12
O -3.1253 -2.3649 1.2082  -0.19
C -3.3566 -1.0946 0.6255  -0.20
C -2.2929 -0.7442 -0.3900  -0.18
O -1.0420 -0.3843 0.1716  -0.14
C -0.2369 -1.4090 0.7340  -0.19
C 0.4077 -2.3294 -0.2770  -0.20
O -0.5326 -3.2331 -0.8243  -0.19
C -0.2275 -3.5994 -2.1554  -0.11
H -4.6294 -2.3937 2.6432  0.09
H -3.1986 -3.4055 2.9388  0.09
H -3.0919 -1.6460 3.1538  0.08
H -3.3817 -0.3179 1.3998  0.12
H -4.3308 -1.1083 0.1176  0.13
H -2.6354 0.1564 -0.9060  0.13
H -2.1861 -1.5332 -1.1369  0.12
H -0.7834 -1.9798 1.4880  0.12
H 0.5708 -0.8768 1.2430  0.12
H 1.1986 -2.8997 0.2314  0.13
H 0.8721 -1.7307 -1.0694  0.13
H -0.0851 -2.7182 -2.7847  0.07
H -1.0724 -4.1724 -2.5354  0.09
H 0.6740 -4.2169 -2.2045  0.08
C -0.2982 1.5190 4.9646  -0.12
O -0.0401 2.4166 3.9124  -0.19
C -0.4713 1.9361 2.6483  -0.20
C -0.9435 3.0577 1.7548  -0.18
O -2.2101 3.5952 2.1048  -0.12
C -2.2935 4.4227 3.2514  -0.19
C -1.6994 5.8023 3.0776  -0.21
O -0.2841 5.7621 3.0921  -0.20
C 0.3114 6.7630 2.3014  -0.12
H 0.3175 0.6148 4.8854  0.09
H -0.0559 2.0279 5.8962  0.09
H -1.3551 1.2271 4.9885  0.09
H -1.2837 1.2099 2.7674  0.12
H 0.3713 1.4320 2.1578  0.12
H -1.0853 2.6254 0.7620  0.13
H -0.1836 3.8378 1.6745  0.12
H -1.8781 3.9326 4.1347  0.12
H -3.3651 4.5578 3.4178  0.13
H -2.0454 6.4359 3.9065  0.13
H -2.0622 6.2350 2.1375  0.13
H -0.0830 6.7488 1.2787  0.09
H 1.3798 6.5575 2.2657  0.09
H 0.1569 7.7609 2.7290  0.09

Output
HOMO level = -8.91 eV
Net charge = 0

=====

The evaluated energy for the records listed, in turn: -101822.809 -44014.503 -35024.851 eV.